(1)
C58H58ClN3O2P2S3SeTl | wB97M-V/def2-TZVPD

Frontier orbital gap (alpha / beta)   5.6 / 4.6 eV
Net charge   -1
Highest occupied orbital energy (alpha / beta)   -4.446 / -4.447 eV

The geometry in XYZ format:
```
129
C58H58ClN3O2P2S3SeTl | the OMol25 dataset | wB97M-V/def2-TZVPD
C 2.97252 -3.88500 0.49708
C 4.41110 -5.73041 0.99418
H 3.58028 -3.53949 -4.36402
C 6.02824 2.24049 2.30129
H 4.72925 -0.52806 0.88190
H 2.18402 4.65045 -3.66534
H -4.67509 1.67811 -2.57268
H -5.75732 -0.68041 0.17189
H 4.67897 -3.75638 1.78664
H -5.61772 0.85014 -3.81069
H 2.37735 0.50771 -3.69174
C 2.59396 1.96494 3.33509
H -1.57707 -2.50723 3.45195
C 2.91247 -0.38292 -3.37944
H -4.64690 0.65207 -0.15983
H 5.28747 -6.12643 1.49096
C -3.18946 -1.11576 3.33868
H 5.73546 4.24586 1.59324
C 4.07969 -4.39523 1.14902
O -1.55914 0.61744 -2.72569
C 6.42266 2.40977 -3.66828
P 0.70752 -4.05273 -1.17982
C 3.56336 -0.37720 -2.14290
S 1.70337 3.32016 1.14147
C 4.53281 1.45711 0.08160
H -2.21851 2.83545 3.59735
S 0.84922 -4.55875 -3.08430
H -6.22836 -0.92727 -2.25054
C 2.17361 -4.70960 -0.27899
H 2.84047 -1.36414 3.85205
H -4.21986 -2.03335 -1.50656
H 1.87859 -6.67966 -1.04731
S 0.39476 -2.14877 -0.69502
C 2.65432 -0.42327 3.35806
N 1.55717 3.10081 -2.46786
H -2.36150 5.07594 1.47179
H 7.44144 2.08175 -3.81316
C 4.98542 0.51359 0.99327
H 4.40284 3.54995 -0.34578
O 0.31304 3.60755 -2.35536
C -2.95335 -5.71913 -0.53849
H -4.42984 8.00450 -0.86059
C -3.96548 7.03454 -0.77596
N 1.91734 0.72812 1.41110
H -4.33137 6.51049 -2.82617
H -2.99687 -3.11156 2.58818
C -6.27698 -0.78513 5.51589
C -3.91735 -1.26616 -0.78260
C -2.82756 0.22403 3.16214
C -1.83482 -5.69989 1.58694
C 3.78857 3.22557 -3.29204
C -5.08757 -0.41909 4.67664
H -6.67591 0.66208 -1.63334
C -2.31595 3.18295 -0.37607
C 4.29868 2.16406 -2.53648
H 2.45908 -1.48397 -5.15301
C -3.92829 6.18730 -1.87596
H 6.00782 0.94926 -2.16416
C 2.87452 0.79420 3.99852
H 4.69388 -3.56136 -2.16161
C -5.82493 0.01189 -1.85856
H 6.09354 0.15816 2.78241
C -2.81929 5.38706 0.54476
H 4.21347 4.69056 -4.79625
N -2.72440 -0.60311 -1.24427
H 4.74670 -1.55641 -0.78360
C 5.74114 0.90445 2.08485
H 0.20892 4.46029 -2.82899
C -2.81250 4.45712 -0.53644
C 2.16168 -0.39068 2.06988
H -1.90559 -1.93506 1.82589
Se -1.18162 0.65541 2.28968
C -0.68364 -4.95060 -0.37845
H -2.36143 2.46446 -1.17392
C -2.57767 0.01007 -2.42335
C -4.98255 0.69633 -2.93419
H -3.84217 3.32930 4.12620
H -1.90228 2.89072 0.57500
H 1.92229 -1.29141 1.52051
H -7.00944 -1.33322 4.92296
C -1.81048 -5.22339 -1.13964
H -5.97461 -1.42567 6.34488
Cl -3.33801 3.91024 -3.15467
H -3.67817 -1.76323 0.15717
C -4.74086 0.90357 4.44970
H 6.60717 2.53989 3.16442
C -5.06382 -0.27268 -0.56641
C 2.09814 1.90510 2.02191
C 5.91568 3.45999 -4.41891
H 3.24566 0.81193 5.01446
C 5.54944 3.19500 1.41886
C -3.39084 6.62471 0.42675
C -4.30898 -1.41072 4.09773
C 2.50536 -6.04969 -0.43123
H 2.72183 -2.83923 0.58381
C -2.37651 -2.23304 2.76201
H -3.39368 7.30040 1.26916
C 4.21147 -2.66029 -2.51704
H -6.75312 0.10541 5.91924
Tl 0.28011 1.26347 -0.65921
C 4.61347 3.86786 -4.21952
P 3.32458 1.21806 -1.27088
C 3.62895 -6.55361 0.19772
C 4.80979 2.80480 0.32365
H -3.97847 -1.12393 -3.58639
H -4.57240 -2.44796 4.25772
C 2.94545 -1.49994 -4.18786
C -3.74087 -0.07382 -3.39687
C -3.28777 2.67630 3.45688
C 5.61765 1.77552 -2.74269
H -1.93065 -0.56634 -0.61472
H -5.34336 1.69390 4.87861
C -2.96992 -5.94297 0.82948
C -3.62695 1.24036 3.69904
H -1.84289 -5.89206 2.65104
C -0.69383 -5.20098 0.98751
H -3.52955 2.93981 2.42584
C -3.37159 4.93565 -1.76047
C 2.43025 3.71230 -3.14540
H -3.83084 -5.93347 -1.13615
H -1.76765 -5.05492 -2.20760
H -3.86739 -6.31790 1.30433
H 3.90278 -7.59244 0.06614
H -3.38039 0.37607 -4.32559
H 0.18972 -5.00189 1.57892
H 6.53050 3.95087 -5.16023
H 2.72818 2.92894 3.80079
C 4.21753 -1.52473 -1.72235
C 3.59071 -2.64857 -3.75322
```



(2)
C58H60ClFN2O17PS3 | wB97M-V/def2-TZVPD

Frontier orbital gap   5.6 eV
Net charge   +1
Highest occupied orbital energy   -10.785 eV

The geometry in XYZ format:
```
143
C58H60ClFN2O17PS3 | the OMol25 dataset | wB97M-V/def2-TZVPD
H -6.36745 0.02900 1.99949
C 4.65451 10.21296 -5.50699
C -1.90782 0.22156 -0.62416
H -7.59871 -2.02078 -1.43135
C 3.87292 3.87580 -2.03211
C 6.26568 9.37766 -3.74773
H -3.50895 0.91015 2.37137
O 6.16670 -5.79201 -5.52953
H -0.74662 -0.88772 -2.16653
C -4.08993 -5.41809 3.17120
O 2.11152 7.58273 2.20338
H -1.58960 -7.96308 3.04073
H -3.37307 -7.08734 4.47535
H -6.44707 2.18206 -1.31290
O 3.56775 -3.25821 4.31731
H 5.54174 10.94033 -7.28871
C -2.88042 -6.22179 3.90318
O 3.93197 9.35658 -3.43711
H -0.41804 -2.70147 -1.08209
C -9.18762 -0.64400 -1.16249
C -1.41383 -4.68534 -1.23014
O 3.04452 4.34836 4.20272
C 4.28678 8.72966 -0.35917
C -6.71577 -2.33260 2.94886
C -4.51130 0.81955 2.93249
H 2.17942 8.59462 -0.18470
C 5.28651 -4.98641 -3.50433
H -6.99990 -2.92285 3.89882
C 5.21981 2.42932 -3.48255
C -1.86002 -0.78887 -1.89391
C -6.84192 0.03156 -1.39725
C 5.33435 -5.91517 -4.65428
C 3.04541 1.61268 -2.48691
C -8.51953 1.79285 -1.09389
H -7.07202 -4.38069 1.97032
C 5.60124 7.92403 1.64352
O 4.27476 -4.43746 0.92710
H -4.87419 -0.67243 1.18750
S 2.84063 -4.53669 4.58199
H -3.36856 -1.99274 -0.79604
C 3.15131 7.85721 1.63045
C 5.68080 10.50911 -6.30523
O -10.75197 1.08757 -0.87209
H 6.02828 -4.19767 -3.48949
H -0.95531 0.87803 -0.65145
N -5.46135 -1.55136 3.14998
H -7.46023 -2.89607 0.90876
H -2.04179 2.74391 0.53509
H -5.12905 1.77484 2.90721
H -0.50492 -4.95426 -1.88624
H 3.85196 -5.19834 0.44003
H -8.83084 2.82527 -0.99537
H -5.07777 -5.99111 3.17834
C -7.24231 1.44810 -1.26421
C -1.49444 -5.75455 -0.05153
C 7.07705 10.26128 -5.88570
H 4.37824 -7.67048 -5.54512
H -5.71250 -3.42611 1.15251
F 2.14971 -4.28244 6.11508
H -7.57292 -1.57880 2.79344
H -2.33507 -4.86667 -1.90616
C 4.37387 -5.12271 -2.54177
H 1.99786 -7.82400 5.28218
O 8.01216 10.52987 -6.61528
H -2.61724 -7.04745 1.88829
H -1.49382 -3.09912 0.33890
H 4.32601 -4.45120 -1.69301
C -0.47981 -5.60001 1.15245
H 1.02806 -4.41802 -0.26953
H -3.41525 3.41664 -0.50773
O 2.53102 -6.33269 -1.70371
H 0.13592 4.63192 0.82906
C 1.59312 -5.01292 3.31158
O 4.37705 0.26934 -3.88599
H 4.30284 9.15032 -1.35726
H 6.57101 7.76092 2.09707
H 6.40522 8.94644 -2.76353
C 2.43704 3.84146 3.27918
C 2.88063 2.78984 -1.88308
C -3.15743 1.21878 -0.82287
H 2.02172 3.00316 -1.26126
H -3.15542 1.58861 -1.91491
N -0.67494 -6.12039 2.50678
H 4.44677 7.20520 3.26947
C -7.91041 -0.98823 -1.33273
C -2.53788 -2.23289 -1.55741
C 3.14904 8.43173 0.26901
H -4.10748 0.61997 -0.60318
C 3.15568 -3.66592 1.38134
C 0.82998 4.07065 1.44250
H -3.01457 -2.70024 -2.48085
C 1.88307 -4.49123 1.86188
C 3.41777 -7.13508 -3.73322
C 4.86976 9.62562 -4.16779
C 4.46334 7.62628 2.27146
C 1.00840 2.64535 1.09877
C -6.71854 -3.32028 1.68322
C 1.49315 4.62772 2.45651
O 0.39941 2.13627 0.17069
C -4.27286 -2.37849 3.22980
O -5.67569 -0.28346 -1.55448
C -3.08918 2.52052 0.14840
H -4.22565 0.48736 4.00108
O 3.88881 -5.62348 4.72928
Cl -0.95603 -8.28193 5.62459
H 6.07946 2.21488 -4.10509
H 5.77190 4.41285 -2.97796
C 4.22713 1.34353 -3.33300
O 1.69720 -7.11666 5.90197
H -1.38529 -6.80624 -0.51062
H -2.58871 -5.71400 0.32741
H 8.32017 9.49960 -4.25402
H 2.67572 -7.92358 -3.74773
C 7.29203 9.67390 -4.54618
C -1.45512 -3.13934 -0.80562
S -4.39848 -3.91858 4.28024
H -1.89113 -0.30946 0.38601
C -1.91944 -6.89014 2.77261
C -5.31549 -0.40535 2.20775
C 3.37030 -6.20715 -2.58447
H 1.37332 5.67012 2.72117
H 2.32828 0.80708 -2.38701
C 1.95197 1.85829 1.92091
C 0.29883 -5.88397 3.58414
H 3.30983 1.85272 3.54801
H -3.86561 2.42599 0.98653
C 5.05507 3.60708 -2.87846
O 3.72234 4.94919 -1.47841
C 4.33015 -6.99964 -4.69637
O 3.13441 -2.42815 1.44218
H -3.77943 -5.06337 2.13323
C 2.61550 2.41415 2.93518
H -2.35753 -0.27904 -2.79694
O 6.63848 8.77227 -0.29140
S -2.78966 -2.07793 2.50918
C -9.58856 0.77318 -1.02934
H -2.33272 -5.47884 4.57440
P 0.15472 -6.50795 5.37313
C 0.82900 -4.80592 0.79284
H 3.62628 10.38737 -5.79904
H -9.98255 -1.37805 -1.11384
C 5.59856 8.49884 0.28120
H 2.07177 0.81495 1.65473
```



(3)
C58H65N4O2 | wB97M-V/def2-TZVPD

Frontier orbital gap   3.5 eV
Net charge   +1
Highest occupied orbital energy   -9.181 eV

The geometry in XYZ format:
```
129
C58H65N4O2 | the OMol25 dataset | wB97M-V/def2-TZVPD
H 6.56304 5.20981 -2.55088
C -4.88647 2.84888 1.70697
C -0.86721 -0.09018 -0.15499
C 2.93558 3.76668 -2.37849
C -2.20691 3.88115 1.57935
N -1.25937 0.34163 1.09736
C -4.68123 -2.18179 -3.53738
H 1.52578 -1.25640 -5.00728
H 2.36758 2.69109 3.41952
H -2.33921 -4.18324 -0.34719
H -1.57655 1.84074 -2.61003
H -5.88501 2.56720 1.35288
H -3.09651 2.19477 -1.18512
H 2.32511 -0.14630 2.30611
H -4.79606 2.55407 2.76009
H 0.62656 3.90602 3.38379
H 6.07629 3.28439 -1.10708
C 8.04916 2.34625 3.24066
H -4.68568 0.16738 -1.98825
H 4.03870 0.63961 1.90585
H 2.44110 5.23851 -3.88474
C 4.51349 5.38621 -3.27979
C -2.71484 -4.15080 0.67567
H 1.93012 3.33694 -2.33475
H 4.79700 0.49155 4.29869
H 8.96300 2.85722 2.93600
C 6.77906 1.11680 4.89275
C 0.04793 -3.75246 -2.75485
C 4.70213 1.48592 1.75244
C 4.49223 2.36872 0.69804
H -0.12256 -3.04442 1.49487
H 2.43649 -3.67841 -1.93811
H 2.83135 1.60958 -0.51187
C 3.65146 2.31775 -0.42812
H 6.70130 0.69421 5.89525
N -1.88742 -0.67770 1.79897
C 5.70736 1.02004 4.00891
C -2.36820 -2.38727 -2.41540
H -4.81220 3.93673 1.64213
C -3.92606 2.59896 -0.58802
N -1.10524 -1.22745 -5.79080
H -4.87745 2.27961 -1.03189
C 0.81960 -3.51555 -0.42278
H 2.96477 -3.65721 -0.24598
H 0.69358 -5.64326 -0.98149
C -2.03529 -2.98992 -3.63040
H -5.62237 -1.99961 -1.14223
C -0.81416 -3.61994 -3.82036
H -0.57375 -4.05859 -4.78455
H -0.66780 -0.38440 3.51033
H -2.08293 1.05235 -4.95709
H 1.25708 -5.32949 0.68244
H 8.82566 1.78647 5.18693
H 4.73628 6.23251 -3.92773
H -1.10063 5.44656 2.55954
H -0.03119 0.40832 4.95272
H 0.94439 -4.36059 -2.89053
H -4.55477 -3.42721 -1.10210
C -2.59563 -2.94920 1.41676
C -3.82046 -1.79898 -2.31819
H -4.31504 -6.09305 2.97707
C -3.72826 -0.28053 -2.28937
C -1.29712 1.67122 1.67054
C 1.12321 -0.20089 -3.14467
C 0.82553 1.18715 3.11244
C 5.54176 4.81895 -2.51210
C -0.40794 -0.29808 -4.96811
C -4.57292 -2.32953 -1.10186
C -3.13180 -2.91078 2.72870
C -3.84940 -5.21090 2.53736
H 0.69790 1.29432 -0.43694
C -4.16996 0.66241 0.99402
C 5.77338 1.60594 2.70990
H -4.11578 -3.97222 4.30983
H 1.63884 -3.03655 1.48837
H 7.03817 2.73304 1.36912
H -5.22060 0.49243 0.71284
H 5.07600 3.29156 0.76472
H -4.14087 -1.97852 -0.16087
C -2.00919 -1.68737 0.95773
O -2.35950 -1.12093 -5.78536
H -2.93710 0.03748 -1.59968
C -3.37126 -5.25192 1.22351
C 1.62314 0.62148 1.95540
C 6.96797 2.28883 2.36354
H 2.05717 -0.45354 -2.62680
C 5.26152 3.74703 -1.67359
O -0.50281 -2.14232 -6.37716
C 3.22536 4.82548 -3.24134
H -3.58421 0.05497 0.30476
H -3.46157 0.10398 -3.28258
C -1.15930 4.38062 2.33097
C -0.20373 -3.11523 -1.52452
H 2.15855 1.42759 1.44041
C 7.96797 1.75561 4.50967
H 0.98333 -0.75804 4.05920
H -3.50830 -6.14218 0.61233
C 0.57367 -4.99637 -0.10534
C -0.25549 2.13102 2.52523
H 2.55622 1.24933 4.41934
H -2.94479 4.57231 1.18054
H -4.27823 -1.76933 -4.47194
C 3.93286 3.24182 -1.50592
N -1.47639 -1.35557 -0.30774
C 0.75038 -2.77402 0.89611
H 0.97416 0.16245 1.22051
C -1.22324 0.69710 -4.40202
H -4.76847 -3.27273 -3.61783
H -3.07686 -1.96399 3.26958
C 0.85681 -0.61784 -4.43693
C 0.23539 0.04173 3.95307
H -0.44964 -5.12059 0.27572
H 0.77379 -1.69481 0.73866
C 0.10798 0.47181 -2.39625
H -5.69511 -1.78247 -3.40387
C -0.95242 1.09674 -3.11542
C 1.81634 1.94308 4.00039
C -0.18521 3.49939 2.78671
H -2.76008 -3.03807 -4.43606
C 0.09450 0.54188 -0.93811
H -3.86992 3.69198 -0.64008
C -1.34707 -2.29462 -1.41501
C -2.39900 2.51199 1.38973
H 1.30155 2.43660 4.83240
H -4.02979 0.29060 2.01666
H 2.39764 -2.16278 -1.02799
C 2.23399 -3.24745 -0.95294
C -3.82318 2.13212 0.86499
C -3.73352 -4.03308 3.28983
```